1.
35
Properties=species:S:1:pos:R:3:forces:R:3 method="wB97M-V/def2-TZVPD" energy_ha=-686.69256 total_charge=-1 largest_force_ev_per_a=1.6 e_lumo_ha=0.05135
N -0.598087 0.401603 2.018374 -0.1 0.3 0.3
C -1.606870 1.288085 1.474467 0.1 -0.3 -0.2
C -2.162689 0.928170 0.076078 0.0 -0.1 0.0
C -1.209839 0.079483 -0.751028 0.4 0.3 0.0
C -1.314954 0.262080 -2.253536 -0.4 -0.3 0.2
C -0.221548 -0.483484 -3.005988 -0.2 0.2 -0.2
N 0.803851 0.448152 -3.534908 0.6 -0.2 0.0
C 1.382877 1.266625 -2.567509 -0.4 0.3 0.4
N 2.168577 0.704082 -1.576285 0.1 0.1 -0.2
N 1.312785 2.638767 -2.665256 0.2 -0.4 -0.1
H 0.298451 0.576347 1.595746 0.2 -0.2 0.0
H -0.796747 -0.581603 1.899645 0.1 -0.1 0.1
H -1.161612 2.278768 1.426207 0.0 0.2 0.1
H -2.434289 1.341137 2.177333 -0.2 0.1 0.1
H -2.373732 1.849315 -0.465940 -0.2 0.2 -0.1
H -3.107263 0.399924 0.189532 -0.2 0.0 0.0
H -0.188573 0.342703 -0.477257 0.1 -0.1 0.1
H -1.320385 -0.973188 -0.504228 0.1 -0.2 0.1
H -1.282250 1.323193 -2.485061 0.1 0.2 -0.2
H -2.278341 -0.118795 -2.592942 -0.2 0.1 -0.1
H 0.218547 -1.243129 -2.356007 0.1 -0.1 0.1
H -0.654688 -1.004972 -3.855646 0.1 -0.1 -0.2
H 1.543041 -0.130911 -3.949410 -0.1 0.0 -0.2
H 2.232611 1.241082 -0.722913 0.2 0.0 0.2
H 1.973104 -0.266799 -1.383169 0.0 -0.1 0.2
H 1.034001 3.219592 -1.894756 0.0 0.1 0.1
H 1.557520 3.089985 -3.529166 -0.1 0.2 -0.1
O 1.260969 -2.459967 1.931988 -0.1 0.0 0.0
C 0.914783 -2.954898 3.077393 -0.2 -0.6 -1.0
C 1.134092 -1.781272 4.352133 0.2 1.1 1.1
O 0.784513 -2.235106 5.504934 0.0 -0.1 -0.2
H 1.505937 -3.809091 3.470539 0.2 0.2 0.1
H -0.163841 -3.187881 3.217146 0.0 0.2 0.1
H 0.541881 -0.942206 3.931383 -0.2 -0.3 -0.1
H 2.208167 -1.505789 4.228108 0.1 -0.4 -0.2

---

2.
31
Properties=species:S:1:pos:R:3:forces:R:3 method="wB97M-V/def2-TZVPD" energy_ha=-447.38003 e_above_lowest_kj_mol=38.3 total_charge=0 smiles="[H]/N=C/C.CC(C)O.CCC" largest_force_ev_per_a=1.7 e_lumo_ha=0.03391
H -1.630322 0.773297 -2.077394 -0.2 0.0 0.2
N -1.154415 1.233546 -1.304755 0.0 -0.1 -0.2
C -1.891557 1.627249 -0.355874 -0.3 0.3 -0.2
C -1.326249 2.369241 0.799436 0.1 -0.1 0.1
H -2.982753 1.505324 -0.348122 0.1 -0.1 -0.2
H -1.697536 1.949098 1.730987 0.0 0.0 0.1
H -0.240865 2.331859 0.787638 0.0 0.1 0.0
H -1.664643 3.404618 0.750547 0.0 0.1 0.0
C 3.557467 0.166330 -0.237109 -0.4 -0.1 0.0
C 2.129647 -0.200938 -0.635223 0.2 -0.2 -0.2
C 2.004149 -0.385625 -2.146168 0.0 0.0 0.4
O 1.272920 0.811170 -0.160985 -1.1 0.6 -0.8
H 3.606596 0.332108 0.836058 0.0 0.0 0.1
H 3.853966 1.084061 -0.740191 0.0 0.1 -0.1
H 4.247876 -0.629705 -0.505974 0.1 -0.1 0.0
H 1.863564 -1.155463 -0.144945 0.1 0.1 -0.1
H 0.981513 -0.648193 -2.410410 -0.1 -0.1 -0.1
H 2.265594 0.539352 -2.656172 0.0 0.1 -0.1
H 2.666052 -1.176570 -2.489693 0.1 -0.1 -0.1
H 0.442694 0.933711 -0.757919 1.5 -0.3 0.8
C -1.866910 -0.915714 2.244215 0.2 0.0 -0.1
C -0.882379 -1.216538 1.122328 0.4 0.2 -0.1
C -1.562723 -1.870286 -0.073613 0.2 0.1 0.1
H -1.367890 -0.419052 3.074394 -0.1 0.1 0.1
H -2.681826 -0.284033 1.890638 -0.1 0.1 0.0
H -2.313275 -1.835618 2.622325 0.0 0.0 0.0
H -0.114865 -1.894254 1.504651 0.0 -0.1 0.0
H -0.303392 -0.318906 0.808955 -0.6 -0.5 0.3
H -2.001889 -2.827714 0.205122 -0.1 -0.1 0.0
H -2.360743 -1.236347 -0.458107 -0.1 0.0 -0.1
H -0.847806 -2.046008 -0.874637 0.0 0.0 -0.2

---

3.
34
Properties=species:S:1:pos:R:3:forces:R:3 method="wB97M-V/def2-TZVPD" energy_ha=-1249.25569 total_charge=0 largest_force_ev_per_a=2.9 multiplicity=3 e_lumo_ha="0.02718 / -0.04539"
Pt 0.388243 0.112258 -0.572741 -1.3 -2.2 1.0
H -0.655174 -2.284521 1.521472 0.5 1.4 -0.1
H -1.370326 1.248597 4.732582 0.3 0.2 -0.6
P -0.154054 -2.249950 0.036815 -0.6 -1.9 0.5
P 0.097067 2.259042 -0.511501 -0.5 0.4 0.2
C 1.313675 3.064840 0.552134 0.1 0.6 0.0
H 1.329373 4.147330 0.393023 0.1 0.0 0.0
H 1.022628 2.855721 1.592196 0.2 0.1 -0.7
H 2.304907 2.636422 0.382697 -0.1 0.2 -0.1
C 0.260262 2.707251 -2.263604 0.1 0.6 0.0
H -0.545532 2.190459 -2.804314 0.2 0.2 0.2
H 0.183785 3.792013 -2.406250 0.1 -0.1 -0.2
H 1.220700 2.321733 -2.627777 -0.3 0.2 0.0
C -1.507365 2.958127 -0.017599 -0.2 0.3 0.0
H -1.589598 2.937702 1.075453 0.0 0.0 -0.3
H -1.601085 3.998150 -0.371190 0.0 -0.3 0.1
H -2.315024 2.350708 -0.448205 0.3 0.2 0.1
C 0.199583 -2.554205 -1.872509 0.1 0.4 -1.0
H 0.098772 -3.612031 -2.126284 -0.1 -0.2 0.5
H -0.511738 -1.996213 -2.492163 0.1 -0.1 0.3
H 1.198086 -2.225955 -2.183463 -0.2 0.0 0.3
C 1.223237 -3.319662 0.632095 0.0 -0.1 0.3
H 1.256481 -3.172442 1.716798 0.2 -0.2 -0.2
H 0.988165 -4.368722 0.420201 0.1 0.1 0.0
H 2.202580 -3.065747 0.212901 -0.3 0.0 -0.1
C -1.664440 -3.384558 -0.004298 0.1 -0.1 0.0
H -2.454714 -2.926597 -0.600581 0.0 -0.1 -0.1
H -1.420738 -4.386191 -0.373377 0.0 0.2 -0.2
H -2.019241 -3.489802 1.024265 -0.1 0.0 -0.3
C 1.924891 -0.067392 0.484779 2.6 0.1 0.6
O 2.774382 -0.161268 1.274448 -1.0 0.1 -0.5
H -1.090465 -0.052458 -1.217919 -0.2 0.5 -0.9
N -0.247649 2.090690 2.972240 -1.5 -1.1 2.3
C -0.839686 1.646671 3.869689 0.9 0.6 -1.1

---

4.
35
Properties=species:S:1:pos:R:3:forces:R:3 method="wB97M-V/def2-TZVPD" energy_ha=-996.90025 e_above_lowest_kj_mol=0.0 total_charge=+1 largest_force_ev_per_a=5.4 e_lumo_ha=-0.13373
C 2.727586 0.775016 2.425686 0.1 -3.2 3.6
C 3.536797 -0.203274 -1.891500 -0.5 0.4 -0.2
C -4.103845 -0.124467 -0.147938 -1.9 -1.1 2.0
C -2.950611 2.060955 -0.190864 0.9 -0.6 1.2
C -1.763126 -1.836537 -1.162168 -2.1 -4.5 2.0
C 2.593545 -0.261030 1.388760 0.3 0.4 -2.0
C 2.277133 -0.562624 -1.073541 -1.3 2.0 -1.6
C -1.699600 0.011270 0.283454 1.9 3.6 2.2
N -0.618731 0.728841 0.710294 -3.3 -2.0 -1.1
N -2.886350 0.588257 0.135084 -0.2 1.5 -1.8
N -1.613770 -1.284201 0.192292 0.9 -3.9 -0.5
N 1.977413 0.298543 0.120893 0.5 -3.1 -0.3
Cl -0.339474 -2.102279 1.183638 -1.5 0.8 -1.4
H 3.318900 1.585499 2.289852 2.4 2.2 -1.3
H 1.863951 1.234027 2.840214 -1.4 -0.2 0.2
H 3.228737 0.160017 3.285391 -0.9 1.4 -1.0
H 3.530271 0.875253 -2.174710 0.2 -0.7 0.3
H 4.481374 -0.483835 -1.408544 -0.3 0.2 0.0
H 3.469346 -0.763778 -2.837454 0.2 0.2 0.3
H -4.967864 0.368466 0.374667 0.8 0.3 -1.0
H -4.347300 -0.361665 -1.193148 0.3 0.4 0.3
H -4.159609 -1.032224 0.472202 0.6 -0.2 -0.7
H -3.992519 2.289118 -0.345065 -0.3 0.3 0.6
H -2.479693 2.552048 0.718861 -1.0 0.2 -1.5
H -2.494348 2.328072 -1.158785 0.4 -0.3 0.6
H -2.003199 -2.986685 -1.061772 0.9 2.0 0.1
H -2.661775 -1.584882 -1.676957 -0.5 1.2 -0.1
H -0.908624 -1.747227 -1.723526 2.0 0.5 -1.4
H 1.925583 -1.078149 1.709300 0.5 0.4 -0.1
H 3.622090 -0.693063 1.228233 -1.0 0.3 -0.3
H 2.307783 -1.595660 -0.888094 -0.1 -1.3 1.0
H 1.381850 -0.429601 -1.774970 1.0 -0.1 0.7
H 0.350497 0.500997 0.467527 1.3 -0.4 -0.1
H -0.869282 1.584171 1.077228 0.1 2.2 0.7
H 2.266869 1.190642 -0.194550 0.8 1.3 0.6

---

5.
34
Properties=species:S:1:pos:R:3:forces:R:3 method="wB97M-V/def2-TZVPD" energy_ha=-1756.65904 total_charge=0 largest_force_ev_per_a=3.3 multiplicity=8 e_lumo_ha="-0.03511 / -0.05531"
Pm 0.086381 0.323813 -3.083084 -0.1 -0.8 -3.2
Cl -0.747320 -1.961057 -1.792663 -0.8 -0.6 -0.4
C 1.210111 -1.072785 -4.692853 0.3 -0.4 -0.2
C -1.851053 -0.002465 -4.558736 0.2 0.4 0.5
H 0.789584 -0.887443 -5.700777 0.2 0.2 0.3
H 2.297022 -1.183095 -4.817488 -0.1 0.1 0.0
H 0.844596 -2.101619 -4.461598 0.1 0.5 0.1
H -1.564276 0.063463 -5.622029 -0.1 0.1 0.3
H -2.781379 0.552066 -4.383576 0.0 -0.2 -0.2
H -2.038996 -1.069628 -4.354983 -0.1 0.2 0.0
Tc -0.159987 -0.193679 -0.350729 0.8 1.3 2.2
C 1.755353 -0.953172 -0.491501 1.0 -0.7 0.1
C 0.700846 1.516341 -0.641220 0.6 0.1 0.1
H 2.269110 -0.887500 -1.478828 -0.3 0.0 0.5
H 2.402667 -0.483929 0.266365 -0.2 0.0 -0.4
H 1.698546 -2.037604 -0.240815 -0.1 0.6 -0.2
H 0.244213 2.511944 -0.772617 -0.5 -0.3 -0.1
H 1.808470 1.702415 -0.629802 -0.8 -0.4 0.1
C 1.335387 -0.254365 3.016690 0.1 -0.1 0.1
Si -0.420418 0.363259 2.818915 -0.4 0.0 -0.2
C -1.479388 -0.185194 4.274804 0.1 0.1 0.4
C -0.317431 2.227866 2.639738 0.0 0.2 0.2
C -1.324349 -0.403821 1.346713 -0.7 -0.4 0.5
H 1.705297 0.056146 4.005164 0.0 -0.1 -0.2
H 1.999129 0.178600 2.258925 -0.1 -0.1 0.2
H 1.393485 -1.346631 2.947718 0.1 0.1 0.1
H -1.057775 0.126781 5.235351 0.0 0.0 0.0
H -2.498949 0.209602 4.222855 0.1 0.0 -0.1
H -1.566960 -1.277479 4.303611 0.1 0.1 -0.1
H 0.240964 2.503021 1.730817 -0.2 -0.1 0.4
H -1.310600 2.694620 2.592588 0.2 -0.1 0.0
H 0.214369 2.641439 3.511968 -0.2 0.0 -0.2
H -1.549206 -1.466367 1.599976 0.2 0.5 -0.3
H -2.327445 0.096459 1.301100 0.7 -0.2 -0.2

---

6.
35
Properties=species:S:1:pos:R:3:forces:R:3 method="wB97M-V/def2-TZVPD" energy_ha=-867.54178 e_above_lowest_kj_mol=57.3 total_charge=0 smiles=CC[Si](CC)(OCCN)OCCN largest_force_ev_per_a=3.4 e_lumo_ha=0.03096
C -0.321482 0.245688 -2.821746 -0.4 -0.3 0.6
C -1.247756 1.077902 -1.899468 0.8 -0.4 1.4
Si -0.594659 1.029239 -0.109243 1.2 2.7 -1.6
C -1.394265 2.024302 1.220936 -0.2 -0.1 -0.5
C -0.482157 2.163233 2.417760 0.6 1.3 1.2
O 0.916458 1.745384 -0.288016 -0.3 -1.3 -0.2
C 2.083997 1.018162 0.063632 0.8 0.2 -0.1
C 2.723861 0.147151 -1.039955 -0.3 1.5 -1.1
N 2.108991 -1.134841 -1.201058 -0.7 -2.2 0.9
O -0.419861 -0.450837 0.484125 1.7 -1.2 -0.8
C -1.421510 -1.220456 1.051063 -0.6 -0.3 0.4
C -1.371201 -2.709850 0.656219 -0.5 1.0 -0.9
N -0.134932 -3.325467 1.027532 1.0 -0.6 -0.7
H 0.084542 -0.509177 -2.132498 -0.1 -0.2 -1.0
H -0.892752 -0.244835 -3.617721 0.1 0.0 0.2
H 0.543133 0.719796 -3.295008 -0.3 0.4 0.4
H -1.506537 2.089382 -2.152053 0.0 0.5 -0.5
H -2.157337 0.540723 -1.744028 -1.2 -0.5 -0.5
H -2.222382 1.418998 1.512080 -1.4 0.1 0.2
H -1.692826 2.981086 0.774277 -0.2 -0.1 0.4
H 0.466124 2.569828 2.030534 0.1 -0.6 0.5
H -0.350626 1.212068 3.000631 0.1 0.9 -0.7
H -0.805406 2.969731 3.155163 0.0 -1.1 -0.8
H 2.786314 1.775726 0.378366 0.5 0.1 0.2
H 1.861298 0.358968 0.890585 0.1 -0.2 0.5
H 3.821802 0.082256 -0.952051 -0.5 -0.1 0.3
H 2.548455 0.669384 -2.018596 0.3 0.0 0.8
H 2.495434 -1.902838 -0.634472 0.6 0.7 -0.4
H 1.168750 -1.114429 -0.795754 0.2 0.2 -0.4
H -1.213001 -1.170254 2.131749 -0.7 -0.1 0.0
H -2.351780 -0.719762 0.752648 -0.5 -0.6 0.6
H -1.526922 -2.830553 -0.446946 0.2 0.2 0.8
H -2.242235 -3.186524 1.128709 0.3 -0.1 0.0
H 0.676794 -3.023591 0.455237 -1.0 -0.2 0.9
H 0.063675 -3.295592 2.017370 0.1 0.2 -0.1

---

7.
38
Properties=species:S:1:pos:R:3:forces:R:3 method="wB97M-V/def2-TZVPD" energy_ha=-878.98426 total_charge=0 smiles=c1cc[nH]c1.c1cc[nH]c1.O.O.O.O.O.O largest_force_ev_per_a=3.0 e_lumo_ha=0.00883
C -0.531385 -3.128886 3.352333 -0.2 -0.6 0.2
C -0.497647 -1.736661 3.677038 -1.0 -1.2 0.3
C 0.151283 -1.142159 2.663456 1.9 1.8 -1.5
N 0.564379 -2.126870 1.768239 1.2 1.3 -0.8
C 0.142445 -3.348166 2.183545 -0.3 1.2 0.7
H -1.020716 -3.896794 3.905344 -0.3 -0.3 0.4
H -1.002658 -1.306212 4.526264 0.2 0.2 0.0
H 0.467209 -0.061645 2.506057 -0.5 -1.7 0.2
H 1.367279 -2.019864 1.116974 -1.1 0.1 0.5
H 0.314665 -4.185598 1.560611 0.1 -0.8 -0.1
C 3.373932 -2.062827 -0.419951 0.9 -0.7 0.4
C 2.683785 -3.181012 -0.942468 -0.6 -0.6 -0.7
C 1.552340 -2.699271 -1.593486 -0.1 -0.6 0.0
N 1.551474 -1.333414 -1.490298 1.1 -0.3 0.8
C 2.655694 -0.954107 -0.762097 0.2 0.9 0.2
H 4.333699 -2.148683 0.122652 -0.8 0.4 -0.4
H 3.018710 -4.230231 -0.932208 -0.4 0.7 0.1
H 0.737959 -3.260219 -2.072366 0.6 0.5 0.2
H 0.871264 -0.661494 -1.780108 -0.7 0.1 -0.3
H 2.880676 0.086166 -0.505880 -0.3 -0.5 -0.3
O -2.163640 1.585805 2.055172 0.4 0.0 -0.3
H -2.031601 0.841069 2.661679 0.2 0.2 -0.4
H -1.321000 1.750123 1.577529 -0.5 -0.2 0.6
O -2.666954 3.803397 -1.438581 0.1 0.3 -0.8
H -1.770773 3.811878 -1.084693 0.0 0.0 0.1
H -3.268989 3.484935 -0.774147 -0.1 -0.2 0.6
O -2.398567 1.803306 -3.343501 0.0 -1.0 -0.8
H -2.582463 2.663022 -2.989563 -0.2 1.2 0.7
H -2.901818 1.685776 -4.147682 -0.1 0.0 -0.2
O -0.657150 0.685928 -1.853623 -0.4 0.0 -0.1
H -1.140315 0.378287 -1.076166 0.0 0.0 0.0
H -1.369105 0.931167 -2.523916 0.7 -0.1 0.6
O -0.026236 3.281140 0.867092 -0.1 -0.7 0.5
H 0.303845 3.582348 0.023911 0.4 0.2 -0.8
H -0.546521 4.000480 1.203023 -0.3 0.5 0.4
O 0.216618 3.367290 -1.861491 -1.7 -1.1 2.0
H 0.826266 3.307600 -2.568254 0.8 -0.4 -1.0
H -0.115980 2.434412 -1.610428 0.9 1.2 -1.1